C26H21AgN8O7S2 | ωB97M-V/def2-TZVPD

multiplicity	1
energy relative to the best compared isomer or geometry (same formula, charge and spin)	144.33	kJ/mol
HOMO	-1.9	eV
frontier orbital gap	0.19126	Eh
total charge	-2
total energy	-79222.5722	eV

Atoms and positions in Å:
Ag: -0.0216 0.5810 2.3343
N: 1.1187 -0.7926 6.0819
C: 1.2176 -0.7278 4.7121
S: 1.9516 0.6741 4.0116
N: 0.8574 -1.7707 4.0329
N: 0.6713 -1.6338 2.7003
C: 1.4122 -2.3281 1.9051
C: 2.5959 -3.1053 2.3555
C: 2.7393 -4.4425 1.9776
C: 3.8260 -5.1894 2.4044
C: 4.7828 -4.6146 3.2282
C: 4.6496 -3.2859 3.6085
C: 3.5685 -2.5324 3.1769
C: 1.0041 -2.4003 0.4901
C: 1.9348 -2.6384 -0.5283
C: 1.4806 -2.7900 -1.8260
C: 0.1222 -2.6806 -2.0829
C: -0.7194 -2.3856 -1.0168
N: -0.2979 -2.2595 0.2295
H: 1.7001 -0.1548 6.5907
H: 0.9363 -1.6989 6.4799
H: 1.9832 -4.8900 1.3437
H: 3.9218 -6.2261 2.1011
H: 5.6349 -5.1966 3.5607
H: 5.3951 -2.8324 4.2512
H: 3.4833 -1.4845 3.4435
H: 2.9895 -2.6849 -0.2962
H: 2.1796 -2.9891 -2.6307
H: -0.2699 -2.7993 -3.0868
H: -1.7839 -2.2349 -1.1582
O: -2.0682 3.8398 4.6274
C: -1.7987 3.0084 3.7407
O: -1.1445 1.9447 3.8781
C: -2.3557 3.3355 2.3324
C: -2.7995 4.6082 2.1458
C: -3.4258 5.0265 0.9478
C: -3.6463 4.0969 -0.0542
C: -3.2244 2.7985 0.1013
C: -2.4593 2.3383 1.2703
O: -1.9618 1.1986 1.2989
N: -3.6010 1.8925 -0.9403
O: -3.7482 2.3482 -2.0852
O: -3.8320 0.7257 -0.6775
N: -3.9074 6.3464 0.7925
O: -3.6509 7.1843 1.6561
O: -4.5736 6.6345 -0.2103
H: -2.6953 5.3005 2.9690
H: -4.1887 4.3739 -0.9448
C: 1.6258 1.1040 -6.3099
C: 0.6495 0.9028 -5.1957
C: -0.6161 0.4349 -5.3543
C: -1.4143 0.2642 -4.1877
N: -0.9838 0.5805 -2.9926
C: 0.2559 1.0761 -2.8108
S: 0.9285 1.5281 -1.3690
N: 1.0685 1.1946 -3.9477
C: -2.7786 -0.3297 -4.2944
H: 1.1714 0.8472 -7.2637
H: 2.5079 0.4791 -6.1577
H: 1.9539 2.1445 -6.3453
H: -1.0021 0.1941 -6.3340
H: 1.9974 1.5477 -3.7770
H: -3.1492 -0.2937 -5.3193
H: -3.4487 0.2071 -3.6258
H: -2.7482 -1.3688 -3.9567

Atomic forces in eV per Å
Ag -0.252 0.394 0.046
N -0.128 -0.146 0.077
C 0.498 0.287 -0.439
S 0.067 0.007 0.036
N -0.079 -0.537 0.537
N 0.460 -0.180 -0.330
C -0.206 0.121 0.513
C -0.019 -0.268 0.061
C -0.030 0.181 0.026
C 0.003 -0.107 0.011
C 0.039 -0.011 -0.032
C 0.021 -0.021 0.018
C 0.018 0.054 -0.116
C -0.021 0.047 -0.410
C -0.097 0.077 0.080
C -0.037 0.014 0.003
C 0.018 0.053 -0.063
C 0.033 0.116 -0.104
N 0.010 -0.147 0.177
H 0.016 0.021 0.030
H 0.031 0.008 -0.019
H 0.009 -0.040 -0.006
H -0.006 0.009 0.002
H -0.014 0.002 0.017
H -0.005 0.028 -0.023
H -0.085 0.021 0.052
H 0.023 -0.065 0.021
H 0.006 0.020 0.005
H -0.022 0.028 0.046
H -0.025 0.013 -0.101
O -0.010 0.021 -0.050
C 0.045 -0.105 0.075
O -0.190 0.227 0.061
C 0.143 -0.072 0.207
C -0.108 0.205 -0.143
C 0.212 -0.612 0.084
C -0.194 0.127 -0.169
C 0.201 0.221 0.584
C -0.115 -0.116 -0.200
O -0.147 0.180 -0.306
N -0.275 -0.243 -0.550
O 0.094 -0.133 0.120
O 0.134 0.088 0.009
N -0.150 0.473 -0.120
O -0.007 -0.118 -0.023
O 0.090 -0.073 0.079
H -0.004 -0.048 0.039
H 0.042 0.029 -0.021
C 0.008 0.039 0.030
C 0.025 -0.033 0.007
C -0.036 -0.013 -0.140
C 0.405 0.127 0.272
N -0.671 -0.307 -0.139
C 0.982 0.257 0.254
S -0.200 -0.092 -0.027
N -0.393 -0.105 -0.261
C -0.119 0.079 0.079
H 0.008 -0.006 -0.001
H -0.002 -0.001 -0.014
H 0.001 -0.002 -0.009
H 0.041 -0.006 -0.011
H 0.020 0.023 0.091
H -0.011 -0.043 0.025
H -0.065 0.051 0.080
H 0.020 0.008 -0.030